(1)
This record from the Open Molecules 2025 dataset describes C35H46AsFeNO4S6SbSi as an isolated structure in a non-equilibrium geometry. The level of theory is wB97M-V/def2-TZVPD.

Calculated values
* multiplicity: 6
* E_HOMO (alpha / beta): -0.0382 / -0.0380 Eh
* energy above the lowest of the compared OMol25 structures with the same formula, charge and spin: 45.29 kcal per mole
* ⟨S²⟩: 8.7799
* F_max: 3.53 eV/Å
* total charge: -2

Structure (XYZ):
```
96
Properties=species:S:1:pos:R:3:forces:R:3
H 1.69531 -7.36707 -0.58361 -0.005 -0.023 0.016
H 2.59211 -5.90307 -2.36331 -0.018 -0.012 -0.066
C -3.62519 3.78213 -2.28981 0.263 -0.267 0.217
S 4.06561 0.90203 0.83299 -0.363 -0.095 -0.082
H 6.88861 -3.39747 0.65849 0.009 -0.056 0.011
C 4.60911 -1.35217 -1.65201 -0.250 0.149 -0.043
H -0.77819 1.84583 -2.04931 0.200 -0.039 0.035
H -5.76199 1.70583 1.98069 -0.101 -0.059 -0.046
H 1.78011 5.51023 -2.01941 -0.034 0.120 0.016
H -4.55309 -1.19807 -3.33891 -0.091 -0.047 -0.085
H -3.99809 0.37373 -2.72141 -0.063 0.132 -0.058
H 0.85701 -3.91977 1.79979 0.006 -0.001 0.097
C 2.20851 -4.10307 -1.27041 0.019 0.051 -0.285
C 4.10261 -1.84087 -0.45561 -0.471 0.193 0.108
C -2.48229 3.06123 -1.55691 0.135 0.684 -0.464
C 1.20361 -2.02017 4.80519 0.026 0.007 0.140
C 1.23721 -4.34897 0.88249 -0.138 0.192 0.255
H -2.06699 1.78103 -3.24651 -0.088 -0.072 -0.155
H -0.94289 3.55983 -0.12041 0.067 0.026 -0.014
S 1.81591 3.56383 0.05159 0.108 0.344 0.390
C 5.91261 -1.60777 -2.03141 0.206 0.015 -0.155
C -4.87269 2.31413 2.13909 0.241 -0.248 0.044
H -5.69039 -1.70727 -1.06601 -0.113 -0.027 -0.066
Fe 1.79151 1.23243 0.83809 -0.131 1.911 -0.543
H -4.17759 3.07883 -2.91111 -0.060 -0.073 -0.066
Si -2.44769 0.80203 0.07399 1.320 0.220 0.362
C 0.19301 -1.73667 3.90179 -0.190 -0.090 0.009
S 4.73941 0.79693 4.29169 -0.137 -0.648 0.104
H -3.15959 -0.12467 3.89929 0.104 -0.119 0.041
C 6.73961 -2.33167 -1.19081 0.232 0.070 -0.113
C -4.02969 0.47883 3.65629 0.117 0.211 -0.346
H 2.16171 1.01483 -3.86021 -0.029 0.005 0.108
C -3.75969 -0.68407 -2.79871 0.069 -0.137 0.318
S -0.42919 0.94833 0.51659 -1.670 0.120 -0.182
C 4.91681 -2.62577 0.34709 0.008 -0.062 0.010
C 6.23951 -2.84117 -0.00631 -0.008 -0.151 0.228
O -2.54269 -0.59347 -0.74801 -0.057 -0.314 -0.268
C -3.67539 1.42443 2.49959 -0.352 0.310 0.515
C -3.18599 -2.73667 -1.45401 -0.064 0.393 0.042
H -0.28359 -1.26587 1.86959 -0.022 -0.066 0.117
H -3.22199 4.57123 -2.91981 0.038 0.112 -0.100
C 1.88961 4.39223 -3.85491 -0.019 -0.054 0.147
N 2.02301 2.19493 -2.20041 -0.023 0.463 0.182
H -1.31469 4.85873 -1.25951 0.075 0.123 -0.070
H -4.30859 4.22213 -1.56591 -0.079 0.040 0.070
H -4.74729 -1.43447 0.41689 -0.058 -0.054 0.140
H -4.64069 2.84263 1.21839 -0.033 0.125 -0.099
H 0.81851 -6.35797 1.49389 -0.044 -0.008 0.045
C 1.82771 -1.51167 2.14509 0.135 0.000 -0.225
As 3.67291 1.83353 2.77669 2.416 1.199 2.278
H 7.78221 -2.46907 -1.44731 0.037 -0.094 -0.031
O -3.09399 2.06603 -0.75961 -0.315 -0.314 0.226
C 2.84171 -1.72387 3.06759 0.115 -0.083 -0.178
S 1.53061 1.81273 3.10029 -0.269 -0.245 -0.828
H -2.82349 -0.79217 -3.34191 0.085 0.000 -0.089
H -4.31559 1.04503 4.54029 -0.065 0.074 0.094
H -5.06809 3.03393 2.93039 -0.058 0.097 0.116
H -1.60369 1.69173 3.06209 0.126 -0.050 0.056
H -1.02289 3.21303 -3.15041 0.080 0.102 -0.087
H 2.59671 -3.45897 -2.04851 0.121 -0.069 -0.159
C -2.48999 2.29853 2.90099 -0.084 -0.288 -0.111
C 1.70041 -6.29147 -0.45271 -0.023 -0.212 -0.059
C 1.75421 -3.52057 -0.09851 -0.441 0.368 -0.259
H -5.19339 -0.06517 -0.58961 -0.182 0.162 0.026
C 2.19651 -5.47117 -1.45231 0.099 -0.186 -0.159
H 3.88521 -1.65417 2.78099 -0.105 0.059 0.043
C -1.74449 4.05813 -0.66181 -0.128 -0.301 -0.021
C 1.20851 -5.72317 0.70789 0.001 -0.219 0.126
C 1.90441 3.43563 -1.63041 -0.075 -0.222 0.405
H 0.96191 -2.23947 5.83819 0.019 0.062 0.049
H 3.97171 -0.73547 -2.27431 0.008 0.089 -0.076
C 2.06951 2.03943 -3.52881 0.025 -0.084 -0.554
H -2.24459 -2.82597 -1.99101 0.079 -0.045 -0.074
H 1.83221 5.25233 -4.50811 0.015 0.059 0.009
C 2.52261 -1.99247 4.39089 0.095 -0.111 0.128
H 6.29611 -1.22307 -2.96921 -0.001 0.053 0.000
C 0.50571 -1.49597 2.57849 -0.172 -0.163 -0.186
C 1.85111 4.54263 -2.48801 -0.003 0.028 -0.436
C 1.99811 3.10723 -4.39041 0.003 0.022 0.028
H -2.72139 2.83903 3.81689 -0.046 0.102 0.060
O 2.07611 1.14523 -1.43431 -0.052 -0.390 -0.285
C -3.59809 -1.26107 -1.38751 -0.363 -0.411 -0.387
H 4.52371 -3.06527 1.25439 0.026 0.020 0.063
H -4.84759 -0.18027 3.36809 -0.069 -0.041 -0.027
H 2.02541 2.93353 -5.45561 0.020 -0.033 -0.020
H -3.95209 -3.33037 -1.94951 -0.060 -0.093 -0.075
H 3.31561 -2.15807 5.10739 0.065 0.079 -0.018
C -1.52289 2.43873 -2.57281 -0.192 -0.005 0.230
C -4.90319 -1.11127 -0.60781 0.283 -0.064 -0.076
S 4.44391 3.80653 2.85149 -0.315 0.311 -0.539
O -3.39549 0.60303 1.38519 -0.160 -0.303 0.065
H -2.25739 3.00523 2.11029 0.082 0.192 -0.076
H -0.83919 -1.70077 4.22779 -0.057 -0.021 0.003
H -2.43639 4.48563 0.06349 -0.104 0.086 0.040
H -3.03259 -3.11267 -0.44541 -0.005 -0.071 0.104
Sb 2.02701 -1.33337 -0.00751 0.878 -2.341 0.429
```
Positions in Å, forces in eV/Å.

=====

(2)
This record from the Open Molecules 2025 dataset describes C35H47Cl2N4O3SSi4SrTe as an isolated structure in a non-equilibrium geometry. The level of theory is wB97M-V/def2-TZVPD.

Calculated values
* E_HOMO: -0.1622 Eh
* energy above the lowest of the compared OMol25 structures with the same formula, charge and spin: 134.70 kcal per mole
* F_max: 8.38 eV/Å
* total charge: -1

Structure (XYZ):
```
98
Properties=species:S:1:pos:R:3:forces:R:3
H -2.68657 -1.48982 0.22350 -0.005 -0.160 0.148
H 4.15503 1.63556 0.58772 0.151 -0.016 -0.014
H -4.00915 0.93328 3.88145 0.071 -0.199 0.008
H -2.81398 3.59947 -2.01283 0.156 -0.083 0.003
H 0.46623 -6.24128 6.13783 0.028 -0.032 0.042
H -2.42540 -4.20597 6.03718 -0.092 -0.052 0.096
N -1.69682 -0.56627 -2.00736 0.743 0.085 -0.147
C -1.98729 -2.95203 4.36797 0.000 0.158 -0.225
H -3.67429 4.93731 -2.76124 -0.035 0.288 -0.044
H -6.78720 2.31319 -1.49372 -0.012 0.303 -0.150
Sr 0.46555 0.35256 0.11659 -6.733 3.358 3.682
H -6.30124 4.53164 3.81326 -0.343 -0.069 -0.084
H -2.22174 3.72661 5.16048 -0.123 -0.056 0.247
C -1.16116 -2.74499 3.27604 0.102 0.384 -0.063
C 2.18282 5.23611 -0.41621 0.027 -0.235 -0.207
C -0.75193 -4.94496 4.92844 -0.087 -0.001 0.121
H -1.60268 3.20093 3.59883 0.087 -0.060 -0.005
H -0.82145 -7.05729 5.25606 0.020 -0.085 0.007
H -2.07820 4.87302 3.84260 0.022 0.307 -0.117
C -6.05258 5.36331 -0.32062 0.643 -0.661 0.225
C -5.28063 4.74045 4.10783 0.428 -0.587 -0.673
Si -4.08449 3.36053 3.46389 0.284 -0.056 0.884
H -1.48071 -2.79083 0.45475 -0.028 -0.100 0.119
H -5.58679 1.51898 4.37828 -0.365 -0.025 -0.085
H 1.98825 7.26468 0.25252 0.012 -0.001 0.038
C -2.25177 -2.19158 0.93503 0.047 -0.012 -0.086
H -6.76857 4.61423 -0.62929 -0.257 -0.267 -0.116
H -0.13953 6.77207 1.47745 -0.120 0.072 0.013
H 2.51838 -2.80871 -0.63734 0.113 0.108 0.091
C 0.37280 6.00373 0.91977 0.122 0.039 -0.087
H -7.88590 3.32689 1.30663 -0.080 0.347 -0.119
H -7.56298 2.39196 2.74438 0.035 0.021 0.367
O 0.31838 -2.67571 -0.39451 0.578 0.188 -0.238
H 3.11199 5.35586 -0.95369 0.021 0.029 0.000
C -0.56715 -6.15001 5.80485 0.014 -0.020 -0.039
C -3.77074 4.11650 -2.05823 -0.090 0.045 0.749
N 1.07227 -0.80802 -1.55477 1.000 -1.145 -3.485
C 2.89230 -1.82897 -0.37384 0.889 -0.896 0.229
Te -2.15961 1.04770 0.98352 -3.088 3.723 -0.238
C -4.52724 1.73859 4.40176 0.265 0.450 -0.652
C -2.33209 3.84817 4.08772 -0.480 -0.338 -0.538
H -4.55296 -1.59461 -3.41757 -0.125 0.065 -0.085
Si -4.25335 4.66454 -0.28190 0.120 0.734 -0.965
H -1.21579 -6.09628 6.67818 0.040 -0.020 0.042
C 2.21042 -0.71630 -0.81862 3.091 -1.369 -0.940
H -8.56495 1.71943 1.47313 -0.050 -0.256 -0.147
H -4.96995 -0.53514 1.50460 0.119 -0.147 0.003
Si -6.09552 1.58850 0.84674 -0.896 -0.636 -0.297
H -2.78265 -2.24906 4.57569 -0.077 0.074 0.052
C 3.82736 0.64783 0.29840 0.840 -0.093 0.352
C -1.78433 -4.05073 5.18167 0.039 -0.097 0.036
H -2.20506 6.13586 -0.28777 0.244 -0.043 -0.054
H -5.25675 4.83527 5.18846 0.143 -0.145 0.242
C -3.21959 6.25317 0.07356 -0.168 -0.835 0.082
C 2.42577 2.82518 -0.94633 0.859 1.021 -0.770
N 1.92064 1.65085 -0.66581 1.519 1.654 -1.056
Cl 4.92519 -3.16141 0.84072 -0.248 0.160 -0.124
C 1.56096 6.26953 0.25058 -0.215 0.030 0.122
C -2.92097 -0.53754 -2.51546 -0.175 0.156 -0.049
H -6.33718 5.68875 0.67133 -0.113 0.139 0.363
H -5.82556 0.85184 -1.54120 0.227 -0.134 -0.184
H -3.33447 -3.77501 -3.37800 -0.027 0.000 -0.018
H -3.64223 7.12929 -0.40857 -0.246 0.047 -0.181
S -1.47043 -1.24465 2.27462 -1.986 -3.003 2.316
C -6.01108 -0.21402 1.51934 0.469 0.687 -0.158
H -1.02346 -3.81543 -2.39608 -0.038 -0.058 -0.013
C 4.05728 -1.71869 0.35878 0.078 -0.592 -0.078
H -3.40998 0.43299 -2.47680 -0.078 -0.110 -0.015
H -3.17174 6.45568 1.13669 0.044 0.095 0.351
H -7.52418 0.77220 -1.11473 -0.177 -0.141 0.203
C 4.53516 -0.46654 0.69290 0.384 0.341 0.215
O -0.12912 -0.80734 1.85165 0.990 -1.141 1.577
C 1.61155 3.96264 -0.38296 0.231 0.829 0.158
H -5.01305 5.70286 3.68891 0.096 0.297 -0.148
C -7.68733 2.32741 1.67084 0.958 -0.004 -0.242
C -1.03582 -1.71655 -2.00561 -0.765 -0.420 -0.168
H -3.02407 -2.82187 1.36969 -0.046 0.047 0.199
H -6.14692 6.21378 -0.98848 0.199 0.141 -0.183
C -0.11369 -3.61144 3.02427 0.149 -0.078 -0.086
C -1.59518 -2.90246 -2.48208 0.145 0.036 0.057
Si -3.97061 2.75104 1.12874 -0.972 0.057 0.563
H -6.59066 -0.90527 0.91797 -0.171 -0.055 -0.256
H 0.54171 -3.42867 2.18841 0.125 0.088 -0.220
H -1.08863 4.46036 1.31696 -0.081 0.049 0.165
C -3.54671 -1.65680 -3.03647 -0.020 -0.047 0.141
N 0.46501 3.71583 0.24291 0.273 -0.428 -0.243
C -6.61830 1.36155 -1.00450 0.515 0.247 0.670
C 0.09000 -4.70546 3.84746 -0.134 0.091 0.009
O 3.46401 3.07994 -1.57065 -0.231 -0.006 0.375
Cl 6.02590 -0.29587 1.59870 -0.381 0.115 -0.152
C -0.14212 4.71866 0.85781 -0.152 -0.030 0.056
C 0.26146 -1.76706 -1.25987 -1.475 -2.408 -0.799
H -6.36505 -0.28949 2.53962 -0.073 0.085 0.332
H -4.49771 3.41872 -2.45688 -0.221 -0.235 -0.092
C -2.86982 -2.87132 -3.00491 0.027 0.097 -0.115
H 0.91121 -5.37723 3.64521 0.104 -0.104 -0.021
H -4.21006 1.73264 5.43876 0.143 0.162 0.225
C 2.67511 0.54820 -0.46895 3.250 0.343 -0.705
```
Positions in Å, forces in eV/Å.

=====

Which formula does entry 1 have?
C35H46AsFeNO4S6SbSi